Record 1
Density functional theory data (the ωB97M-V functional and the def2-TZVPD basis) for a molecular structure, C40H58BrCaN3O2S3.

The value obtained for the total energy is -6320.17108 a.u. For the highest occupied orbital energy, the calculation gives -0.6 eV. Its total charge is -2. The energy above the lowest of the compared OMol25 structures with the same formula, charge and spin comes out at 21.6 kcal/mol. Its frontier orbital gap is 4.5 eV.

Geometry as XYZ:
```
108
C40H58BrCaN3O2S3, DFT the ωB97M-V functional and the def2-TZVPD basis
H 3.985 -1.513 -2.395
H -5.060 1.218 -1.668
H 2.412 3.918 -1.603
S 6.159 1.114 4.213
H -3.870 -1.315 1.698
C -0.620 0.330 -2.036
H -1.948 3.314 -1.327
C 4.794 -0.041 -1.038
H 5.076 2.243 0.267
S 3.627 -0.191 3.467
C -1.294 3.149 3.850
O 2.205 1.837 -0.392
H 2.189 -3.046 -1.476
H -2.778 -3.101 -3.360
H -2.766 0.027 2.013
H -0.632 -0.327 3.250
H -3.630 -0.740 3.353
N 5.060 0.160 0.372
H 5.318 -1.835 0.992
H -0.199 6.255 -0.473
H 1.887 5.607 -1.639
C 1.786 -0.374 -1.987
H 4.284 0.856 -1.398
C -3.025 1.129 -2.420
H -4.358 -3.560 -1.400
N 0.658 1.653 2.558
H -1.663 -3.936 3.223
C 4.598 1.223 3.593
C -2.094 -2.989 0.330
Ca 2.281 0.402 1.166
H -4.295 -0.364 -3.339
H 4.311 -2.107 -0.754
H -2.040 3.736 4.367
C -1.604 1.303 -1.901
H 0.478 4.274 1.543
H -3.097 -3.243 0.636
C -0.040 2.947 4.405
C 3.916 -1.254 -1.316
H -1.856 -6.165 -0.494
H 6.061 1.556 1.559
H 1.973 3.611 0.875
H -1.366 5.052 0.070
H -1.421 -1.238 4.544
C -0.541 1.813 2.020
C -2.349 -4.089 -3.214
H 6.133 -0.626 1.969
H -1.073 5.287 -1.666
H -4.440 -5.207 -2.034
C -3.293 2.167 -3.522
H 1.399 -1.126 -2.700
C -0.606 5.265 -0.681
S 3.972 2.719 3.098
H -4.032 -4.939 -0.342
H -3.948 2.312 -0.843
C 1.950 -2.357 -0.637
H 2.498 0.265 -2.525
H 0.159 -3.695 -2.050
C -0.035 -1.775 0.781
H -0.691 1.319 1.072
C -0.960 -1.311 3.556
H 1.904 2.037 4.147
H 5.746 -0.155 -1.606
H -1.321 -4.064 -3.562
H 2.451 -2.732 0.268
C -1.815 -5.881 -1.544
H 1.121 4.414 -2.705
C 0.472 -2.417 -0.392
H 6.807 -1.055 0.369
C -2.471 -3.208 3.184
Br 0.340 3.716 6.104
C -3.133 -0.921 2.398
C -3.905 -4.547 -1.349
H -3.884 0.582 -0.510
C -3.257 -0.261 -3.017
C 5.874 -0.898 0.946
H -3.234 3.179 -3.130
C 1.207 4.372 0.742
C -4.042 1.325 -1.288
O 0.696 -0.936 1.400
C -2.424 -4.482 -1.733
H -2.553 2.070 -4.314
C -1.207 2.531 -1.373
H -2.619 -0.416 -3.884
H -0.076 -1.938 3.626
C -1.344 -2.195 1.184
H 6.649 1.477 -0.117
H 1.670 5.356 0.822
C -1.958 -1.897 2.557
H -2.819 -3.023 4.203
C 5.749 1.428 0.527
H -3.298 -3.643 2.626
C 0.073 2.802 -0.919
C 0.913 2.191 3.741
H -0.818 -0.609 -2.534
C 1.034 1.740 -0.903
H -2.354 -6.628 -2.129
H -4.285 2.024 -3.953
H -2.898 -4.799 -3.835
C -0.303 -3.234 -1.183
C 1.554 4.570 -1.718
H -0.772 -5.889 -1.850
C 0.662 0.541 -1.573
C -1.548 2.557 2.618
H -2.514 2.677 2.143
H -3.045 -1.028 -2.277
C -1.631 -3.507 -0.873
N 2.530 -1.049 -0.924
C 0.529 4.230 -0.622
```

Atomic partial charges in e from the Löwdin method, atoms 1 to 2: atom 1 (H): 0.13, atom 2 (H): 0.08



Record 2
Density functional theory data (the ωB97M-V functional and the def2-TZVPD basis) for a molecular structure, C5H3CdN3OS.

The value obtained for the total energy is -996.54312 a.u. For the highest occupied orbital energy, the calculation gives -18.3 eV. Its total charge is +2. The energy above the lowest of the compared OMol25 structures with the same formula, charge and spin comes out at 157.1 kcal/mol. Its frontier orbital gap is 4.8 eV.

Geometry as XYZ:
```
14
C5H3CdN3OS, DFT the ωB97M-V functional and the def2-TZVPD basis
N -1.897 -0.865 2.499
C -1.608 -0.528 1.259
S -1.759 1.435 -0.816
N 1.900 -2.916 0.600
H 1.018 -0.082 1.203
O 1.591 -0.526 -0.805
N 1.387 3.168 -0.058
C -0.829 -0.056 -0.132
C 0.758 0.278 0.107
H -3.083 1.484 -0.290
H -0.898 -0.895 -0.978
C 1.735 -1.895 -0.214
Cd 0.617 -0.497 -2.447
C 1.069 1.896 0.071
```

Atomic partial charges in e from the natural (NBO) method, atoms 1 to 2: atom 1 (N): -0.07, atom 2 (C): 0.17



Record 3
Density functional theory data (the ωB97M-V functional and the def2-TZVPD basis) for 2 unconnected molecules or ions with the total composition C3H10S3.

The value obtained for the total energy is -1314.84008 a.u. For the highest occupied orbital energy, the calculation gives -8.4 eV. The SMILES is CSC.CSS. The energy above the lowest of the compared OMol25 structures with the same formula, charge and spin comes out at 5.0 kcal/mol. Its frontier orbital gap is 8.8 eV.

Geometry as XYZ:
```
16
C3H10S3, DFT the ωB97M-V functional and the def2-TZVPD basis
H 0.413 2.696 -1.228
C 0.068 1.739 -1.610
S 1.194 -0.181 1.624
H -1.881 -0.397 -2.641
H 0.151 1.693 -2.694
H -1.135 -0.783 1.235
H 2.362 -0.978 -0.526
H -2.646 -0.685 -1.072
H -0.872 -0.806 -1.226
H -0.805 -0.112 2.869
S 1.646 -1.735 0.307
H -0.368 -1.755 2.512
C -1.764 -0.287 -1.567
S -1.673 1.465 -1.143
C -0.451 -0.763 2.077
H 0.661 0.940 -1.166
```

Atomic partial charges in e from the natural (NBO) method, atoms 1 to 2: atom 1 (H): 0.23, atom 2 (C): -0.73



Record 4
Density functional theory data (the ωB97M-V functional and the def2-TZVPD basis) for a molecular structure, C5H14InO4S.

The value obtained for the total energy is -1088.09850 a.u. For the highest occupied orbital energy, the calculation gives -5.8 eV. Its total charge is -1. Its frontier orbital gap is 8.5 eV.

Geometry as XYZ:
```
25
C5H14InO4S, DFT the ωB97M-V functional and the def2-TZVPD basis
In -4.425 -2.078 1.652
C -2.468 -3.243 1.323
H 0.996 1.055 -2.204
C 2.804 3.086 -2.049
H -5.491 -3.085 2.688
O -0.328 -1.601 0.653
H -1.685 -1.025 2.565
H -4.005 -0.597 2.623
H 4.288 1.815 -1.214
O -0.116 -2.817 2.932
H -0.240 1.998 -1.397
H -2.492 -4.308 1.856
H 0.968 1.897 0.766
H 2.254 0.946 0.045
H -5.176 -1.494 0.130
C 3.649 1.848 -2.100
S -1.073 -2.133 1.925
O 1.527 2.994 -1.614
H 0.623 0.259 0.159
H 3.080 0.923 -2.170
O 3.284 4.182 -2.338
C 1.188 1.177 -0.028
H -2.263 -3.447 0.178
H 4.273 1.891 -2.999
C 0.828 1.757 -1.383
```

Atomic partial charges in e from the Löwdin method, atoms 1 to 2: atom 1 (In): 0.21, atom 2 (C): -0.47



Record 5
Density functional theory data (the ωB97M-V functional and the def2-TZVPD basis) for 4 unconnected molecules or ions with the total composition C3H12O4S.

The value obtained for the total energy is -820.55338 a.u. For the highest occupied orbital energy, the calculation gives 0.2 eV. Its total charge is -2. The energy above the lowest of the compared OMol25 structures with the same formula, charge and spin comes out at 51.7 kcal/mol. Its frontier orbital gap is 6.0 eV.

Geometry as XYZ:
```
20
C3H12O4S, DFT the ωB97M-V functional and the def2-TZVPD basis
C 1.290 -0.065 1.621
H -0.549 1.175 1.751
O 0.604 -3.738 1.091
H 0.689 1.707 0.693
O -2.495 -0.124 -2.782
H -0.796 -0.913 0.279
H 0.433 3.014 -2.710
C 0.150 0.831 1.060
H 2.330 0.240 1.883
S 0.621 -1.145 3.035
H -1.638 0.471 -0.316
H 0.395 -2.999 1.650
H -2.820 0.794 -2.488
H 1.782 -0.804 0.868
H 1.475 -3.757 0.936
H -1.687 -0.051 -2.185
H 0.399 1.886 -1.294
O 0.455 2.928 -1.717
O 0.014 0.382 -1.287
C -0.655 0.167 -0.088
```

Atomic partial charges in e from the natural (NBO) method, atoms 1 to 2: atom 1 (C): -0.51, atom 2 (H): 0.19